(1)
Formula: C26H53ClO2P2PtSi2
Source: the Open Molecules 2025 dataset
Level of theory: ωB97M-V with the def2-TZVPD basis set

CARTESIAN COORDINATES (ANGSTROEM)
1 Pt 0.777 0.071 -0.274
2 C -1.494 0.131 1.937
3 C -2.195 1.288 1.512
4 C -3.347 0.834 0.802
5 Si -1.540 2.990 1.928
6 C -3.337 -0.585 0.793
7 C -2.178 -1.030 1.498
8 Si -1.514 -2.723 1.931
9 H -0.599 0.134 2.558
10 H -4.102 1.480 0.359
11 H -4.081 -1.237 0.341
12 Cl 2.890 -0.221 -4.796
13 C -1.080 -2.727 3.745
14 C -2.875 -3.954 1.605
15 C -1.291 3.102 3.770
16 C -2.802 4.229 1.338
17 H -3.801 -3.577 2.064
18 H -2.618 -4.909 2.086
19 H -3.070 -4.133 0.542
20 H -0.057 -2.365 3.917
21 H -1.163 -3.750 4.137
22 H -1.778 -2.080 4.295
23 H -3.813 3.836 1.509
24 H -2.703 4.493 0.278
25 H -2.679 5.141 1.939
26 H -1.956 2.393 4.279
27 H -1.530 4.119 4.109
28 H -0.253 2.872 4.043
29 C 0.099 -3.061 0.965
30 C 0.138 3.256 1.069
31 P 0.385 -2.167 -0.597
32 H 0.160 -4.147 0.788
33 H 0.937 -2.792 1.628
34 P 0.515 2.314 -0.452
35 H 0.951 3.013 1.770
36 H 0.201 4.334 0.843
37 C 1.973 3.163 -1.216
38 C -1.000 2.662 -1.495
39 C -1.086 -2.591 -1.659
40 C 1.886 -2.952 -1.345
41 C 3.107 -2.694 -0.461
42 H 2.033 -2.433 -2.305
43 C 1.752 -4.456 -1.604
44 H 1.507 -5.002 -0.685
45 H 2.724 -4.826 -1.957
46 H 1.015 -4.695 -2.375
47 H 3.299 -1.625 -0.314
48 H 3.990 -3.133 -0.947
49 H 2.988 -3.166 0.523
50 H -1.887 -2.003 -1.175
51 C -1.499 -4.071 -1.645
52 C -0.945 -2.122 -3.110
53 H -1.384 -4.564 -0.676
54 H -0.943 -4.645 -2.397
55 H -2.562 -4.130 -1.921
56 H -0.933 -1.031 -3.206
57 H -1.813 -2.482 -3.682
58 H -0.045 -2.534 -3.591
59 H -1.785 2.796 -0.733
60 C -1.393 1.456 -2.340
61 C -0.915 3.946 -2.329
62 H -0.849 4.852 -1.712
63 H -1.830 4.035 -2.933
64 H -0.064 3.924 -3.022
65 H -1.361 0.531 -1.740
66 H -0.737 1.347 -3.215
67 H -2.424 1.588 -2.700
68 C 3.297 2.516 -0.809
69 C 2.044 4.663 -0.909
70 H 1.833 3.022 -2.301
71 H 2.220 4.831 0.160
72 H 1.154 5.218 -1.221
73 H 2.899 5.078 -1.458
74 H 3.392 2.493 0.283
75 H 4.122 3.113 -1.226
76 H 3.392 1.494 -1.189
77 C 1.989 -0.023 -2.912
78 H 2.797 -0.343 -2.255
79 H 1.755 1.043 -2.927
80 H 1.137 -0.693 -3.038
81 C 2.822 -0.714 3.295
82 O 2.009 -0.918 2.122
83 C 1.801 0.255 1.435
84 O 2.259 1.297 1.895
85 H 2.311 -0.058 4.010
86 H 3.794 -0.283 3.026
87 H 2.956 -1.707 3.726

Results
- Maximum force: 2.98 eV/Å
- Expectation value of S²: 6.021
- Energy above the lowest of the compared OMol25 structures with the same formula, charge and spin: 100.13 kJ/mol
- HOMO level (alpha / beta): -3.87 / -8.01 eV
- Multiplicity: 5
- HOMO-LUMO gap (alpha / beta): 0.161 / 0.184 Ha

Here are the Löwdin charges for atoms 1 to 6, given in e: Pt 0.884; C -0.123; C -0.284; C -0.066; Si 0.515; C -0.067



(2)
Formula: C26H53FeN4O5S
Source: the Open Molecules 2025 dataset
Level of theory: ωB97M-V with the def2-TZVPD basis set

CARTESIAN COORDINATES (ANGSTROEM)
1 Fe 0.247 0.062 -0.287
2 C -2.453 -1.988 3.133
3 C -1.102 -1.501 2.608
4 C -0.670 -0.134 3.177
5 C -1.511 1.162 3.137
6 C -2.975 1.056 3.547
7 C -0.807 2.180 4.035
8 N -1.406 1.645 1.715
9 C -1.858 2.985 1.300
10 C -1.821 3.042 -0.227
11 N -0.594 2.493 -0.832
12 C 0.596 3.284 -0.505
13 C 1.616 2.395 0.227
14 O 2.794 2.453 -0.085
15 O 1.092 1.564 1.085
16 C -0.711 2.269 -2.293
17 C 0.385 1.313 -2.768
18 C -2.101 1.848 -2.781
19 C -2.824 0.571 -2.244
20 C -4.251 0.971 -1.847
21 C -2.926 -0.458 -3.378
22 N -2.076 -0.076 -1.111
23 C -2.902 -0.864 -0.186
24 C -2.107 -2.027 0.350
25 N -0.898 -1.674 1.118
26 C 0.093 -2.723 0.849
27 C 0.515 -2.767 -0.657
28 O 1.088 -3.758 -1.043
29 O 0.211 -1.704 -1.337
30 H -2.487 -1.814 4.208
31 H -2.551 -3.064 2.992
32 H -3.312 -1.500 2.679
33 H -0.374 -2.169 3.071
34 H 0.304 0.104 2.735
35 H -0.477 -0.320 4.236
36 H -3.073 0.447 4.442
37 H -3.605 0.625 2.768
38 H -3.373 2.041 3.793
39 H -0.847 1.848 5.071
40 H -1.298 3.152 3.997
41 H 0.243 2.294 3.759
42 H -1.834 0.949 1.098
43 H -0.366 1.680 1.504
44 H -1.192 3.722 1.745
45 H -2.873 3.190 1.640
46 H -1.973 4.087 -0.527
47 H -2.658 2.463 -0.598
48 H 0.356 4.133 0.139
49 H 1.096 3.671 -1.392
50 H -0.533 3.230 -2.796
51 H 0.165 0.265 -2.526
52 H 1.361 1.586 -2.353
53 H 0.472 1.368 -3.853
54 H -1.990 1.727 -3.861
55 H -2.767 2.703 -2.659
56 H -4.683 1.565 -2.651
57 H -4.298 1.564 -0.932
58 H -4.894 0.103 -1.719
59 H -3.543 -0.072 -4.189
60 H -3.387 -1.382 -3.021
61 H -1.940 -0.706 -3.779
62 H -1.471 -0.759 -1.568
63 H -3.769 -1.301 -0.689
64 H -3.305 -0.233 0.615
65 H -1.785 -2.607 -0.513
66 H -2.769 -2.674 0.927
67 H -0.273 -3.728 1.082
68 H 1.003 -2.531 1.421
69 C 4.828 -1.614 1.474
70 C 5.682 -0.877 0.449
71 C 5.015 0.368 -0.100
72 S 3.609 0.106 -1.249
73 O 2.410 -0.375 -0.494
74 C 4.041 -1.292 -2.366
75 C 3.863 -2.694 -1.779
76 C 3.493 -3.665 -2.898
77 H 5.330 -2.525 1.793
78 H 3.859 -1.893 1.055
79 H 4.653 -0.983 2.345
80 H 5.987 -1.546 -0.357
81 H 6.606 -0.537 0.925
82 H 5.693 0.975 -0.707
83 H 4.591 1.003 0.676
84 H 5.051 -1.098 -2.732
85 H 3.338 -1.159 -3.193
86 H 3.054 -2.693 -1.050
87 H 4.773 -3.025 -1.282
88 H 2.475 -3.480 -3.238
89 H 3.529 -4.687 -2.526
90 H 4.180 -3.583 -3.742

Results
- Maximum force: 1.40 eV/Å
- Expectation value of S²: 8.766
- HOMO level (alpha / beta): -14.66 / -14.75 eV
- Multiplicity: 6
- Net charge: +2
- HOMO-LUMO gap (alpha / beta): 0.379 / 0.187 Ha

Here are the Löwdin charges for atoms 1 to 6, given in e: Fe 0.995; C -0.038; C -0.291; C -0.078; C -0.479; C -0.006



(3)
Formula: C26H54CaCl3N5O4PSi
Source: the Open Molecules 2025 dataset
Level of theory: ωB97M-V with the def2-TZVPD basis set

CARTESIAN COORDINATES (ANGSTROEM)
1 C 2.656 -2.685 -2.937
2 C 3.045 -1.266 -2.715
3 H 3.190 -3.129 -3.783
4 H 1.575 -2.754 -3.127
5 H 2.853 -3.274 -2.032
6 C 3.743 -0.490 -3.559
7 C 4.376 -0.937 -4.836
8 H 3.872 0.574 -3.324
9 H 3.958 -1.889 -5.192
10 H 5.467 -1.042 -4.766
11 H 4.189 -0.182 -5.611
12 Ca -0.505 -0.597 -0.005
13 Cl 0.613 -2.522 1.393
14 Cl -2.582 -1.876 -0.991
15 H -4.338 -0.230 4.285
16 H -3.865 -2.820 4.733
17 C -4.418 -0.547 3.236
18 C -3.876 -2.939 3.643
19 N -3.534 -1.677 2.987
20 H -4.139 0.279 2.576
21 C -2.426 -1.496 2.281
22 O -2.073 -0.400 1.785
23 H -3.152 -3.706 3.348
24 H -1.809 -2.403 2.151
25 H -5.448 -0.859 3.040
26 H -4.884 -3.245 3.345
27 H -0.079 -0.751 -3.717
28 H 1.467 1.701 -3.925
29 C -0.934 -0.073 -3.842
30 C 0.446 1.961 -4.255
31 N -0.548 1.280 -3.437
32 H -1.765 -0.431 -3.223
33 C -0.889 1.802 -2.249
34 O -1.520 1.211 -1.353
35 H 0.316 3.048 -4.154
36 H -0.563 2.859 -2.130
37 H -1.209 -0.040 -4.905
38 H 0.324 1.665 -5.304
39 O 1.118 -0.474 -1.607
40 C 2.444 -0.665 -1.440
41 C 2.718 1.877 -1.277
42 C 3.193 0.603 -0.971
43 H 1.712 1.988 -1.685
44 C 3.576 2.979 -1.126
45 H 2.604 -1.444 -0.666
46 C 4.429 0.441 -0.340
47 H 3.221 3.957 -1.454
48 C 4.852 2.803 -0.601
49 C 5.269 1.540 -0.171
50 H 4.717 -0.575 -0.056
51 H 5.525 3.662 -0.521
52 H 6.259 1.395 0.264
53 Si -2.590 -4.752 -1.436
54 Cl -0.693 -4.268 -2.225
55 C -4.196 -3.883 -2.033
56 C -2.407 -5.078 0.410
57 C -2.950 -6.429 -2.305
58 H -4.151 -2.774 -1.934
59 H -5.037 -4.223 -1.408
60 H -4.387 -4.113 -3.088
61 H -3.179 -6.277 -3.368
62 H -3.810 -6.966 -1.859
63 H -2.091 -7.112 -2.255
64 H -1.993 -4.200 0.911
65 H -1.712 -5.914 0.579
66 H -3.380 -5.335 0.863
67 C -2.239 2.900 1.357
68 N -0.911 3.443 1.669
69 C -0.508 4.494 0.728
70 P 0.257 2.308 2.085
71 O 0.614 1.296 1.045
72 N 1.555 3.300 2.459
73 C 2.886 2.698 2.420
74 C 1.436 4.274 3.545
75 N -0.369 1.650 3.466
76 C -1.232 2.394 4.373
77 C 0.204 0.420 3.991
78 H -2.954 3.734 1.423
79 H -2.512 2.126 2.084
80 H -2.262 2.459 0.341
81 H -1.187 5.344 0.861
82 H 0.517 4.818 0.938
83 H -0.576 4.161 -0.318
84 H 2.935 1.935 1.637
85 H 3.608 3.485 2.177
86 H 3.169 2.244 3.386
87 H 0.472 4.790 3.531
88 H 1.594 3.815 4.538
89 H 2.228 5.021 3.389
90 H -2.209 1.886 4.464
91 H -0.777 2.443 5.379
92 H -1.409 3.413 4.002
93 H -0.207 -0.459 3.472
94 H 1.300 0.385 3.859
95 H -0.020 0.337 5.064

Results
- Maximum force: 1.80 eV/Å
- Energy above the lowest of the compared OMol25 structures with the same formula, charge and spin: 0.00 kJ/mol
- HOMO level: -4.66 eV
- Multiplicity: 1
- Net charge: -1
- HOMO-LUMO gap: 0.257 Ha

Here are the Löwdin charges for atoms 1 to 6, given in e: C -0.049; C -0.232; H 0.060; H 0.046; H 0.090; C -0.126



(4)
Formula: C26H54FNO7P
Source: the Open Molecules 2025 dataset
Level of theory: ωB97M-V with the def2-TZVPD basis set

CARTESIAN COORDINATES (ANGSTROEM)
1 C -7.628 -3.454 -0.842
2 C -6.950 -4.883 -1.330
3 C -5.456 -5.165 -0.706
4 C -5.376 -6.018 0.694
5 N -4.035 -6.348 1.311
6 C -2.673 -5.932 0.717
7 C -1.350 -6.438 1.550
8 F -1.204 -7.925 1.336
9 C -1.520 -6.274 3.206
10 C -0.290 -5.375 3.858
11 C -2.651 -5.064 -0.689
12 C -1.167 -4.609 -1.311
13 O -0.354 -3.845 -0.315
14 C -0.734 -2.424 -0.301
15 C -4.084 -4.662 -1.452
16 P -4.022 -3.707 -3.105
17 C -3.987 -5.056 -4.483
18 C -5.525 -2.558 -3.360
19 H -8.704 -3.596 -0.348
20 H -6.915 -2.919 -0.083
21 H -7.820 -2.728 -1.769
22 H -6.958 -5.044 -2.491
23 H -7.657 -5.734 -0.882
24 H -6.382 -6.386 1.184
25 H -4.054 -6.930 2.197
26 H -0.337 -5.969 1.202
27 H -1.470 -7.346 3.715
28 H -2.583 -5.836 3.465
29 H 0.432 -6.077 4.491
30 H 0.351 -4.819 3.039
31 H -0.813 -4.597 4.593
32 H -0.542 -5.575 -1.598
33 H -1.264 -3.906 -2.248
34 H 0.057 -1.718 -0.834
35 H -1.807 -2.294 -0.751
36 H -0.777 -2.056 0.826
37 H -4.872 -5.798 -4.230
38 H -2.973 -5.667 -4.338
39 H -4.077 -4.581 -5.555
40 H -6.519 -3.189 -3.558
41 H -5.740 -1.810 -2.486
42 H -5.339 -1.965 -4.372
43 C -1.005 1.650 2.224
44 O -0.160 0.937 1.327
45 C -0.076 1.567 0.045
46 C 1.241 2.332 -0.112
47 O 1.290 3.465 0.762
48 C 2.103 3.227 1.907
49 H -0.866 1.236 3.226
50 H -0.758 2.716 2.251
51 H -2.050 1.518 1.930
52 H -0.936 2.226 -0.125
53 H -0.111 0.770 -0.704
54 H 1.305 2.717 -1.134
55 H 2.101 1.671 0.054
56 H 3.155 3.225 1.614
57 H 1.853 2.281 2.393
58 H 1.937 4.038 2.620
59 C 2.500 5.595 -1.227
60 O 1.698 5.464 -2.396
61 C 0.301 5.598 -2.113
62 C -0.216 6.981 -2.519
63 O 0.338 8.006 -1.689
64 C 1.385 8.720 -2.340
65 H 3.544 5.686 -1.538
66 H 2.231 6.486 -0.650
67 H 2.393 4.702 -0.604
68 H 0.095 5.396 -1.055
69 H -0.218 4.840 -2.707
70 H -1.301 7.007 -2.373
71 H -0.014 7.181 -3.578
72 H 0.960 9.370 -3.109
73 H 2.117 8.045 -2.791
74 H 1.893 9.338 -1.597
75 C 8.992 4.239 2.659
76 O 8.877 2.942 2.083
77 C 7.843 2.166 2.697
78 C 6.589 2.121 1.819
79 O 5.966 3.407 1.739
80 C 6.240 4.063 0.505
81 H 9.647 4.839 2.022
82 H 8.021 4.739 2.726
83 H 9.441 4.163 3.654
84 H 7.609 2.548 3.698
85 H 8.231 1.149 2.807
86 H 5.862 1.444 2.279
87 H 6.823 1.735 0.819
88 H 5.679 3.579 -0.299
89 H 7.307 4.052 0.268
90 H 5.913 5.102 0.588

Results
- Maximum force: 5.25 eV/Å
- HOMO level: -10.21 eV
- Multiplicity: 1
- Net charge: +1
- HOMO-LUMO gap: 0.196 Ha

Here are the Löwdin charges for atoms 1 to 6, given in e: C -0.129; C -0.224; C -0.093; C 0.072; N 0.062; C 0.038